# 1
C9H14 | ωB97M-V with the def2-TZVPD basis set

Positions of all 23 atoms, in Å:
C 1.847 -0.943 -1.080
C 1.398 0.197 -0.158
C 1.317 0.136 1.274
C 1.042 1.239 2.099
C 0.525 2.416 1.584
C 0.481 2.370 0.179
C 1.131 1.478 -0.683
H 3.017 -1.008 -1.364
H 1.365 -0.998 -2.226
H 1.553 -1.900 -0.488
H 1.355 -0.812 1.852
H 1.054 1.072 3.191
H 0.074 3.290 2.006
H 0.008 3.340 -0.297
H 1.238 1.716 -1.715
C -2.297 -0.728 -0.191
C -2.033 -2.119 -0.804
H -1.524 -0.033 -0.535
H -3.208 -0.369 -0.495
H -2.089 -0.776 0.850
H -2.164 -2.064 -1.885
H -1.216 -2.581 -0.434
H -2.872 -2.924 -0.680

The strongest force on any atom is 5.3 eV/A. Its relative energy (zero: lowest compared OMol25 entry of this formula, charge and spin) is 218.0 kJ/mol. The LUMO energy comes out at 0.99 eV. Its total energy is -351.24717 a.u. As for the SMILES: Cc1ccccc1.CC. The value obtained for the HOMO energy is -9.00 eV. As for the total charge: 0.

***

# 2
C3H9N2O | ωB97M-V with the def2-TZVPD basis set

Positions of all 15 atoms, in Å:
C 0.234 -0.982 -1.935
C 0.276 -0.025 -0.327
N 0.875 -0.726 0.768
O 0.636 1.353 -0.369
C -0.658 1.085 0.105
N -1.004 1.033 1.549
H -0.718 -1.428 -2.106
H 0.926 -1.737 -1.723
H 0.661 -0.131 -2.541
H 1.946 -0.645 0.875
H 0.724 -1.729 0.782
H 0.420 -0.435 1.637
H -1.517 1.423 -0.492
H -0.775 1.897 2.011
H -2.025 1.045 1.767

The strongest force on any atom is 5.8 eV/A. Its relative energy (zero: lowest compared OMol25 entry of this formula, charge and spin) is 352.7 kJ/mol. The LUMO energy comes out at -3.50 eV. Its total energy is -304.11604 a.u. As for the SMILES: C[C@@]1([NH3+])O[C@@H]1N. The value obtained for the HOMO energy is -14.70 eV. As for the total charge: +1.

***

# 3
C3H6INS | ωB97M-V with the def2-TZVPD basis set

Positions of all 12 atoms, in Å:
I 0.582 0.426 -2.334
C -0.597 -0.418 -0.784
C -0.763 0.541 0.317
C 0.653 0.803 0.866
S 1.552 -0.741 0.786
N 0.224 -1.643 0.058
H -1.544 -0.834 -1.189
H -1.473 -0.092 1.109
H -1.238 1.380 -0.057
H 1.055 1.480 0.076
H 0.788 1.220 1.829
H 0.763 -2.123 -0.679

The strongest force on any atom is 4.7 eV/A. Its relative energy (zero: lowest compared OMol25 entry of this formula, charge and spin) is 0.8 kJ/mol. The LUMO energy comes out at 0.44 eV. Its total energy is -868.47985 a.u. As for the SMILES: I[C@@H]1CCSN1. The value obtained for the HOMO energy is -8.15 eV. As for the total charge: 0.

***

# 4
C2H15N2O3 | ωB97M-V with the def2-TZVPD basis set

Positions of all 22 atoms, in Å:
N -0.674 0.014 -0.420
C 0.202 0.731 -1.387
C 1.083 1.930 -0.859
N 2.476 1.628 -0.468
H -0.405 0.224 0.540
H -1.673 0.163 -0.554
H -0.630 -1.003 -0.603
H 1.042 0.049 -1.479
H -0.238 1.210 -2.267
H 1.073 2.603 -1.714
H 0.584 2.463 -0.011
H 2.520 1.481 0.540
H 3.034 2.443 -0.681
H -0.463 -3.980 -0.509
H 0.224 -3.527 0.755
O -0.409 -3.210 0.086
H -0.078 2.365 2.361
H 0.653 1.569 3.345
O 0.309 1.481 2.445
H -3.137 -1.565 -0.532
H -2.494 -2.826 0.190
O -2.434 -1.880 0.053

The strongest force on any atom is 3.2 eV/A. Its relative energy (zero: lowest compared OMol25 entry of this formula, charge and spin) is 124.0 kJ/mol. The LUMO energy comes out at -2.93 eV. Its total energy is -420.16599 a.u. The value obtained for the HOMO energy is -13.01 eV. As for the total charge: +1.

***

# 5
C23H28MgN4O4S6SeSi2Te | ωB97M-V with the def2-TZVPD basis set

Positions of all 70 atoms, in Å:
Mg -1.247 0.710 -1.650
S -4.838 7.375 -1.051
C -4.170 5.832 -1.164
S -4.323 4.816 -2.523
C -3.423 3.428 -1.959
C -2.911 3.570 -0.710
S -1.995 2.388 0.198
S -3.255 5.093 0.067
S -3.289 2.045 -3.007
S -4.357 -6.273 -1.726
N -3.921 -5.354 -0.469
C -3.460 -4.224 -0.969
C -2.965 -3.095 -0.196
C -2.877 -3.110 1.195
C -2.423 -1.984 1.837
C -2.080 -0.867 1.074
N -2.135 -0.849 -0.246
C -2.558 -1.950 -0.883
C -2.565 -1.920 -2.364
N -2.101 -0.812 -2.943
C -2.046 -0.739 -4.262
C -2.483 -1.780 -5.084
C -2.976 -2.922 -4.503
C -3.017 -3.006 -3.109
C -3.491 -4.178 -2.396
N -3.975 -5.278 -2.942
H -3.170 -4.000 1.737
H -2.332 -1.943 2.914
H -1.776 0.058 1.544
H -1.633 0.177 -4.664
H -2.416 -1.675 -6.157
H -3.324 -3.759 -5.094
C 4.663 -2.844 1.137
Si 2.985 -1.996 1.258
C 1.753 -2.943 0.233
C 2.466 -2.058 3.063
C 3.135 -0.238 0.683
Te 1.270 0.804 0.812
C 1.681 1.689 2.737
Si 2.307 3.435 2.552
C 3.942 3.399 1.639
C 1.085 4.495 1.639
C 2.601 4.167 4.265
H 4.609 -3.882 1.478
H 5.410 -2.326 1.746
H 5.019 -2.847 0.103
H 1.787 -4.008 0.483
H 1.944 -2.816 -0.834
H 0.740 -2.567 0.402
H 2.281 -3.087 3.383
H 1.546 -1.484 3.205
H 3.233 -1.633 3.718
H 3.386 -0.171 -0.380
H 3.863 0.342 1.254
H 2.412 1.045 3.235
H 0.758 1.647 3.320
H 3.823 2.876 0.687
H 4.717 2.886 2.217
H 4.295 4.411 1.422
H 0.986 4.171 0.600
H 1.393 5.545 1.648
H 0.083 4.424 2.070
H 3.316 3.564 4.833
H 1.665 4.196 4.832
H 2.989 5.188 4.208
O 2.710 0.469 -2.534
Se 1.151 0.161 -2.883
O 0.179 1.522 -2.749
O 0.428 -0.740 -1.651
O 0.922 -0.571 -4.326

The strongest force on any atom is 1.0 eV/A. Its relative energy (zero: lowest compared OMol25 entry of this formula, charge and spin) is 59.2 kJ/mol. The LUMO energy comes out at 3.05 eV. Its total energy is -7251.17009 a.u. The value obtained for the HOMO energy is -1.28 eV. As for the total charge: -2.

***

# 6
Cl3F2NP2S | ωB97M-V with the def2-TZVPD basis set

Positions of all 9 atoms, in Å:
N -1.987 1.391 0.348
F -0.383 -0.789 0.947
F -1.795 -1.045 -0.901
P 2.163 0.028 -0.236
P -1.181 0.228 -0.098
S 0.814 -0.258 -1.670
Cl 3.969 0.498 -0.897
Cl 1.553 1.554 0.902
Cl 2.506 -1.451 1.058

The strongest force on any atom is 3.5 eV/A. Its relative energy (zero: lowest compared OMol25 entry of this formula, charge and spin) is 349.9 kJ/mol. The LUMO energy (alpha / beta) comes out at -1.16 / -1.16 eV. Its total energy is -2716.01863 a.u. The value obtained for the HOMO energy (alpha / beta) is -9.90 / -9.90 eV. As for the total charge: 0.

***

> The highest strongest force on any atom belongs to which entry?

C3H9N2O